[1]
{
  "formula": "C26H20IrN6O5",
  "method": "ωB97M-V/def2-TZVPD",
  "elements": ["Ir", "C", "C", "N", "C", "C", "C", "C", "C", "C", "C", "N", "C", "C", "C", "C", "C", "C", "C", "C", "N", "C", "H", "H", "H", "H", "H", "H", "H", "H", "H", "H", "H", "H", "N", "C", "N", "O", "H", "H", "H", "H", "O", "C", "O", "C", "C", "C", "C", "C", "C", "N", "O", "O", "H", "H", "H", "H"],
  "positions_angstrom": [[0.578, -0.372, 0.177], [2.642, 3.510, 1.469], [2.260, 2.162, 1.441], [1.117, 1.764, 0.935], [0.286, 2.670, 0.383], [0.615, 4.043, 0.295], [1.826, 4.449, 0.890], [-0.266, 4.916, -0.380], [-1.429, 4.436, -0.934], [-1.801, 3.102, -0.785], [-0.980, 2.207, -0.104], [-1.226, 0.887, 0.075], [-2.450, 0.332, 0.163], [-3.642, 0.989, 0.480], [-4.848, 0.294, 0.501], [-4.907, -1.052, 0.227], [-3.720, -1.781, -0.011], [-3.678, -3.175, -0.222], [-2.466, -3.791, -0.412], [-1.293, -3.024, -0.385], [-1.305, -1.724, -0.187], [-2.483, -1.092, -0.016], [3.570, 3.788, 1.939], [2.905, 1.397, 1.848], [2.092, 5.495, 0.877], [-0.010, 5.960, -0.465], [-2.074, 5.097, -1.491], [-2.705, 2.741, -1.246], [-3.624, 2.034, 0.744], [-5.754, 0.833, 0.730], [-5.853, -1.572, 0.213], [-4.602, -3.734, -0.228], [-2.400, -4.855, -0.571], [-0.325, -3.483, -0.532], [3.763, -1.874, 0.746], [2.733, -2.725, 0.826], [3.003, -4.042, 0.940], [1.540, -2.355, 0.827], [4.693, -2.210, 0.555], [3.542, -0.958, 0.358], [3.942, -4.375, 1.061], [2.239, -4.665, 1.136], [4.284, -0.490, -1.940], [3.155, -0.045, -1.874], [2.492, 0.069, -0.784], [2.456, 0.468, -3.118], [3.240, 0.851, -4.200], [2.642, 1.321, -5.352], [1.257, 1.391, -5.412], [0.462, 1.013, -4.335], [1.071, 0.553, -3.185], [0.623, 1.861, -6.629], [1.344, 2.134, -7.559], [-0.584, 1.946, -6.627], [4.312, 0.761, -4.126], [3.230, 1.626, -6.204], [-0.611, 1.079, -4.422], [0.470, 0.228, -2.333]],
  "homo_lumo_gap_ev": [5.04, 5.05],
  "e_homo_ev": [-10.5, -10.5],
  "e_lumo_ev": [-5.43, -5.41],
  "charge": 1
}

***

[2]
{
  "formula": "C4H5NS2",
  "method": "ωB97M-V/def2-TZVPD",
  "elements": ["S", "C", "C", "C", "C", "N", "S", "H", "H", "H", "H", "H"],
  "positions_angstrom": [[0.762, 1.774, -0.001], [-0.316, 0.667, -0.070], [-1.831, 0.750, -0.031], [-2.280, -0.713, -0.064], [-1.104, -1.430, 0.214], [0.111, -0.631, 0.099], [1.676, -1.156, -0.077], [-2.047, 1.084, 1.081], [-2.500, 1.461, -0.565], [-3.355, -1.133, -0.630], [-0.828, -2.577, 0.014], [2.117, 0.042, 0.362]],
  "homo_lumo_gap_ev": 8.28,
  "e_homo_ev": -8.1,
  "smiles": "S=C1CC=CN1S",
  "e_lumo_ev": 0.21,
  "relative_energy_kcal_mol": 78.2
}

***

[3]
{
  "formula": "C4H8N2S",
  "method": "ωB97M-V/def2-TZVPD",
  "elements": ["C", "S", "C", "C", "C", "N", "N", "H", "H", "H", "H", "H", "H", "H", "H"],
  "positions_angstrom": [[-2.323, 1.826, -1.944], [-0.386, 1.748, -1.635], [-0.256, 0.386, -0.431], [0.937, 0.397, 0.060], [1.525, -0.610, 0.993], [0.879, -1.595, 1.171], [1.255, -2.507, 2.077], [-2.677, 0.998, -2.567], [-2.443, 2.785, -2.604], [-2.551, 1.711, -0.806], [-1.208, -0.218, 0.049], [1.526, 1.164, -0.261], [2.442, -0.031, 1.399], [1.077, -3.624, 1.946], [2.201, -2.429, 2.552]],
  "homo_lumo_gap_ev": 8.67,
  "e_homo_ev": -7.7,
  "smiles": "CS/C=C/C=N/N",
  "e_lumo_ev": 1.00,
  "relative_energy_kcal_mol": 117.3
}

***

[4]
{
  "formula": "C2HBr4ClS",
  "method": "ωB97M-V/def2-TZVPD",
  "elements": ["C", "C", "S", "Cl", "Br", "Br", "Br", "Br", "H"],
  "positions_angstrom": [[0.786, -0.297, -0.259], [1.522, 0.983, 0.220], [1.248, 2.640, -0.710], [-0.556, 3.142, -0.107], [1.358, -1.820, 0.691], [1.113, -0.523, -2.191], [1.062, 1.143, 2.056], [3.436, 0.692, 0.054], [-0.287, -0.482, -0.097]],
  "homo_lumo_gap_ev": 9.47,
  "e_homo_ev": -9.5,
  "e_lumo_ev": -0.01,
  "relative_energy_kcal_mol": 0.0
}